Computed, not measured: 6 unconnected molecules or ions with the total composition C19H46N5O10P, with the ωB97M-V functional and the def2-TZVPD basis.

The calculation puts the lowest unoccupied orbital energy at -0.289 eV. The spin multiplicity is 1. The calculation puts the HOMO energy at -8.5 eV. Its SMILES is COC[C@@H](OC)P(=O)(O)O.CN(C)C=O.CN(C)C=O.CN(C)C=O.CN(C)C=O.CN(C)C=O. The orbital gap comes out at 8.2 eV.

Geometry (Å):
C: -2.770 -3.079 0.441
O: -4.168 -2.805 -0.001
C: -4.609 -1.709 0.887
C: -6.077 -1.053 0.424
O: -7.164 -2.041 0.368
C: -7.460 -2.639 1.675
P: -6.492 0.552 1.388
O: -6.765 1.726 0.317
O: -7.922 0.466 2.375
O: -5.098 1.008 2.325
H: -2.459 -2.399 1.344
H: -1.981 -2.976 -0.421
H: -2.689 -4.209 0.815
H: -4.614 -1.987 2.028
H: -3.832 -0.817 0.737
H: -5.892 -0.708 -0.704
H: -8.553 -2.262 1.972
H: -6.761 -2.308 2.552
H: -7.566 -3.813 1.556
H: -7.575 0.247 3.311
H: -5.170 0.460 3.182
C: -0.160 -0.528 -1.327
O: 0.282 -1.637 -1.055
N: -0.880 -0.210 -2.459
C: -1.369 1.130 -2.710
C: -1.155 -1.248 -3.431
H: -0.008 0.333 -0.656
H: -2.459 1.098 -2.794
H: -0.940 1.494 -3.648
H: -1.091 1.810 -1.900
H: -1.719 -2.049 -2.944
H: -0.207 -1.656 -3.794
H: -1.731 -0.849 -4.270
C: -3.906 -3.030 -5.884
O: -3.622 -1.839 -5.860
N: -4.492 -3.733 -4.853
C: -4.797 -5.145 -4.960
C: -4.813 -3.040 -3.624
H: -3.704 -3.651 -6.772
H: -5.873 -5.286 -4.825
H: -4.255 -5.684 -4.177
H: -4.503 -5.540 -5.937
H: -5.505 -2.222 -3.847
H: -3.895 -2.619 -3.202
H: -5.270 -3.723 -2.903
C: 1.340 2.545 0.643
O: 1.224 2.195 -0.525
N: 2.516 2.552 1.362
C: 2.572 2.982 2.744
C: 3.737 2.117 0.715
H: 0.474 2.894 1.228
H: 3.256 3.831 2.823
H: 2.941 2.155 3.357
H: 1.584 3.282 3.104
H: 3.925 2.753 -0.155
H: 3.611 1.085 0.376
H: 4.582 2.178 1.406
C: 5.639 5.468 3.317
O: 5.644 4.537 2.521
N: 5.916 5.369 4.664
C: 5.890 6.520 5.542
C: 6.243 4.072 5.220
H: 5.403 6.496 2.998
H: 6.878 6.644 5.993
H: 5.147 6.350 6.327
H: 5.629 7.429 4.993
H: 7.130 3.681 4.713
H: 5.407 3.389 5.045
H: 6.437 4.151 6.293
C: 6.390 -0.755 0.261
O: 5.338 -0.324 0.718
N: 6.547 -1.319 -0.987
C: 7.827 -1.806 -1.456
C: 5.395 -1.429 -1.858
H: 7.326 -0.720 0.841
H: 8.102 -1.261 -2.364
H: 7.739 -2.873 -1.681
H: 8.605 -1.662 -0.701
H: 4.991 -0.428 -2.041
H: 4.630 -2.032 -1.361
H: 5.672 -1.894 -2.808

For each atom in turn, the Löwdin charge in e is: -0.100, -0.228, -0.213, -0.295, -0.223, -0.120, 0.748, -0.381, -0.208, -0.216, 0.098, 0.091, 0.109, 0.123, 0.142, 0.170, 0.108, 0.089, 0.117, 0.091, 0.089, -0.326, -0.019, -0.193, -0.057, -0.050, 0.105, 0.088, 0.091, 0.077, 0.069, 0.094, 0.078, -0.322, -0.002, -0.205, -0.067, -0.044, 0.128, 0.089, 0.089, 0.083, 0.097, 0.071, 0.090, -0.316, -0.018, -0.187, -0.062, -0.053, 0.129, 0.066, 0.091, 0.082, 0.097, 0.075, 0.080, -0.323, -0.003, -0.208, -0.067, -0.047, 0.132, 0.089, 0.089, 0.085, 0.095, 0.089, 0.088, -0.306, -0.003, -0.208, -0.069, -0.044, 0.130, 0.088, 0.088, 0.083, 0.095, 0.097, 0.087


Computed, not measured: a gas-phase ion, CH3O2 (charge +1), with the ωB97M-V functional and the def2-TZVPD basis.

The calculation puts the lowest unoccupied orbital energy at -7.319 eV. The spin multiplicity is 1. The calculation puts the HOMO energy at -18.7 eV. The net charge is +1. The orbital gap comes out at 11.3 eV. The relative energy (zero: lowest compared OMol25 entry of this formula, charge and spin) is 405.3 kJ/mol.

Geometry (Å):
C: 0.908 0.016 -0.054
O: -1.344 -0.212 0.093
O: -0.202 0.558 0.145
H: 1.693 0.668 0.069
H: 1.171 -1.165 -0.153
H: -2.226 0.136 -0.101

For each atom in turn, the natural (NBO) charge in e is: 0.363, -0.371, -0.046, 0.228, 0.275, 0.551


Computed, not measured: a molecular structure, C7H18AlBr3O4P, with the ωB97M-V functional and the def2-TZVPD basis.

The calculation puts the lowest unoccupied orbital energy at 2.064 eV. The spin multiplicity is 1. The calculation puts the HOMO energy at -3.6 eV. The net charge is -1. The orbital gap comes out at 5.7 eV.

Geometry (Å):
C: 1.425 -2.833 -1.311
C: 0.747 -2.379 -0.018
O: -0.011 -3.435 0.553
C: -1.401 -3.346 0.316
C: -2.141 -2.348 1.240
O: -1.348 -1.289 1.650
Al: -1.591 0.351 1.047
C: -0.045 1.496 1.527
C: 1.171 1.498 0.589
P: -2.078 0.155 -1.344
O: -1.185 1.503 -1.866
O: -3.635 0.786 -1.225
H: 2.370 -3.341 -1.114
H: 1.617 -1.992 -1.980
H: 0.769 -3.534 -1.830
H: 0.121 -1.506 -0.203
H: 1.483 -2.079 0.731
H: -1.786 -4.355 0.494
H: -1.598 -3.094 -0.735
H: -3.032 -2.016 0.678
H: -2.521 -2.898 2.115
H: -3.044 0.950 1.563
H: 0.262 1.157 2.526
H: -0.393 2.527 1.663
H: 1.016 2.182 -0.246
H: 2.103 1.794 1.086
H: 1.361 0.521 0.133
H: -1.185 1.519 -2.831
H: -3.793 1.135 -0.331
C: 3.336 4.670 -0.622
Br: 3.771 4.507 1.243
Br: 3.829 3.092 -1.602
Br: 1.486 5.113 -0.881
H: 3.922 5.488 -1.016

For each atom in turn, the natural (NBO) charge in e is: -0.638, -0.063, -0.548, -0.085, -0.063, -0.961, 1.338, -1.005, -0.603, 0.593, -1.006, -1.020, 0.191, 0.205, 0.208, 0.191, 0.178, 0.167, 0.160, 0.147, 0.141, -0.464, 0.205, 0.204, 0.202, 0.172, 0.185, 0.471, 0.493, -0.504, 0.087, 0.095, 0.109, 0.218